The following is a quantum chemistry calculation of a structure of composition C43H47Br2N4O4Os in a non-equilibrium geometry, from the Open Molecules 2025 dataset.

The geometry in ORCA input format:
```
! wB97M-V def2-TZVPD RIJCOSX def2/J DEFGRID3
* xyz -1 1
Os 0.70443 0.29162 -0.07938
C -1.63623 3.44546 -0.64780
C -1.59083 3.87211 0.82068
C -0.16827 4.18442 1.29498
C -2.32555 2.86197 1.69183
C -3.61084 3.25795 2.06903
C -4.41013 2.49857 2.90132
C -3.91498 1.29499 3.36558
C -2.65244 0.83875 3.00699
C -2.21528 -0.50318 3.58675
C -3.25700 -1.60590 3.34876
C -1.92078 -0.37695 5.08766
C -1.81679 1.62282 2.16128
N -0.54422 1.06916 1.83319
C 0.28381 0.86145 2.86844
O 0.35042 1.48619 3.93280
C 1.15248 -0.35818 2.70500
C 1.78538 -0.92911 3.78957
C 2.43023 -2.14824 3.62669
C 2.40393 -2.74529 2.37800
C 1.77003 -2.09778 1.32968
N 1.15012 -0.92864 1.49635
C 1.73478 -2.71552 -0.03956
O 2.22255 -3.84993 -0.18122
N 1.15046 -1.94560 -0.94969
C 0.81311 -2.50749 -2.19935
C -0.21575 -3.46656 -2.30532
C -0.50530 -4.01307 -3.55369
C 0.18624 -3.62641 -4.69163
C 1.16757 -2.65500 -4.58551
C 1.48677 -2.08159 -3.35999
C 2.57261 -1.02406 -3.29531
C 2.21479 0.18361 -4.16417
C 3.93361 -1.60936 -3.68550
C -0.99418 -3.95221 -1.08998
C -0.49089 -5.33188 -0.63416
C -2.50659 -4.03654 -1.35572
H -1.19965 4.21488 -1.29391
H -2.67292 3.27995 -0.96394
H -1.08347 2.52769 -0.79493
H -2.15934 4.80174 0.89533
H 0.45340 3.29423 1.26189
H -0.17179 4.54861 2.32581
H 0.28097 4.94987 0.65189
H -3.98244 4.21215 1.70625
H -5.39270 2.84692 3.20131
H -4.53140 0.69026 4.02440
H -1.30081 -0.81449 3.08501
H -4.15758 -1.44262 3.94890
H -2.84190 -2.57876 3.63009
H -3.55528 -1.65277 2.29910
H -2.81218 -0.02580 5.61829
H -1.11525 0.33883 5.25620
H -1.62691 -1.34622 5.50740
H 1.74631 -0.39818 4.73210
H 2.93660 -2.62202 4.45881
H 2.86041 -3.70230 2.16300
H -1.28343 -4.76775 -3.63319
H -0.03587 -4.08099 -5.65052
H 1.70604 -2.34300 -5.47714
H 2.63872 -0.68620 -2.26577
H 2.09615 -0.10640 -5.21562
H 3.00271 0.94364 -4.10821
H 1.28535 0.63467 -3.81817
H 3.94080 -1.92119 -4.73675
H 4.16818 -2.48187 -3.06942
H 4.72400 -0.86289 -3.54705
H -0.82353 -3.23940 -0.28061
H -0.64936 -6.06401 -1.43414
H -1.03963 -5.66803 0.25473
H 0.57286 -5.29448 -0.40120
H -2.75657 -4.94931 -1.90620
H -2.86816 -3.18901 -1.94178
H -3.05502 -4.06193 -0.40866
Br 0.58888 3.44779 -4.13607
C 1.64125 3.59326 -2.57175
C 2.41401 4.73939 -2.36719
C 3.12354 4.89374 -1.20883
Br 4.11236 6.50411 -0.96193
C 3.12194 3.90275 -0.20590
C 3.78034 4.00657 1.03864
C 3.71516 2.96596 1.90237
C 2.99868 1.80486 1.55653
N 2.32589 1.68479 0.44148
C 2.37304 2.72527 -0.44688
C 1.55713 2.57463 -1.62186
O 0.78416 1.56887 -1.73439
H 2.43703 5.51280 -3.12248
H 4.31745 4.90887 1.29758
H 4.20869 3.01350 2.86586
H 2.98559 0.95630 2.22429
C -2.38786 -0.40433 -2.73417
O -1.12988 -0.38104 -2.04632
C -1.01309 -0.36893 -0.73402
C -2.25110 -0.63225 0.03988
H -2.65734 -1.42995 -2.98352
H -2.22650 0.15739 -3.64941
H -3.17515 0.06877 -2.15219
H -2.91868 -1.33217 -0.46733
H -2.78649 0.30614 0.21618
H -1.97363 -1.03147 1.01153
*
```

Calculated values
E_HOMO (alpha / beta) (eV): -3.96 / -3.96
HOMO-LUMO gap (alpha / beta) (eV): 6.3 / 6.3
DFT total energy (a.u.): -7425.57934
Relative energy (zero: lowest compared OMol25 entry of this formula, charge and spin) (eV): 2.4517

Here are the Mulliken charges for atoms 1 to 6, given in e: 2.213 -1.549 0.419 -1.415 0.586 -1.018